# C26H56ClN3O11PS

3 unconnected molecules or ions with the total composition C26H56ClN3O11PS in a non-equilibrium geometry (the ωB97M-V functional and the def2-TZVPD basis, the OMol25 dataset).

As for the charge: -1. The HOMO energy comes out at -4.37 eV. For the frontier orbital gap, the calculation gives 6.72 eV.

Element x y z (Å)
1 C 6.1415 1.9292 1.6221
2 O 6.7071 0.8670 0.7753
3 C 6.1628 0.9435 -0.6163
4 C 4.7414 0.0728 -0.6988
5 C 5.0110 -1.5372 -0.9029
6 C 3.6081 -2.4295 -1.0402
7 C 2.6973 -2.3784 0.3613
8 C 1.1967 -3.0012 0.1904
9 C -0.0435 -1.9869 0.5263
10 C -1.3093 -2.9902 0.9738
11 O -1.2697 -3.6229 2.1735
12 O -2.4954 -3.2429 0.1408
13 N -0.5754 -1.1948 -0.6447
14 Cl -1.7757 -0.0430 -0.1952
15 C 0.4943 -0.6395 -1.5445
16 C 0.0001 0.4645 -2.6495
17 C 0.5175 2.0199 -2.3153
18 O 0.1479 2.4832 -0.9728
19 C -1.1022 3.2522 -0.9553
20 C -1.5377 3.8918 0.5277
21 O -1.9418 3.4536 -1.9722
22 P 0.2530 -0.9040 2.1186
23 O 1.2773 -1.8054 3.2004
24 O -1.2891 -0.6905 2.9729
25 S 1.0546 0.8256 1.7516
26 H 5.0026 1.7556 1.9128
27 H 6.2497 3.0164 1.1876
28 H 6.7294 1.9052 2.6525
29 H 5.9488 2.1039 -0.7944
30 H 6.9795 0.5562 -1.3684
31 H 4.0934 0.5705 -1.5452
32 H 4.1784 0.3303 0.3220
33 H 5.7266 -1.9454 -0.0676
34 H 5.5366 -1.6446 -1.9695
35 H 3.0458 -1.9858 -1.9662
36 H 3.9317 -3.5361 -1.2440
37 H 2.7506 -1.2675 0.7206
38 H 3.3145 -3.0269 1.1399
39 H 1.1019 -3.4376 -0.8933
40 H 1.1187 -3.9087 0.9622
41 H 1.3957 -0.1539 -0.9552
42 H 0.9180 -1.5623 -2.1732
43 H 0.5640 0.1916 -3.6665
44 H -1.1473 0.4193 -2.9183
45 H 0.2607 2.7701 -3.1881
46 H 1.7088 1.9356 -2.3202
47 H -2.6258 4.3301 0.5108
48 H -1.4156 2.9858 1.2951
49 H -0.7029 4.6639 0.8146
50 H 1.3942 -1.3568 4.0892
51 H -1.2102 0.1588 3.4984
52 C -3.1799 -4.1575 -6.3446
53 O -2.0081 -4.5112 -7.0719
54 C -1.9929 -4.0119 -8.4168
55 C -0.9993 -2.8454 -8.5620
56 N -1.4690 -1.6427 -7.8773
57 C -0.4454 -0.6150 -7.6721
58 C 0.8411 -1.0014 -6.9090
59 O 0.6512 -1.2487 -5.5158
60 C 0.1090 -2.5246 -5.2087
61 H -3.2227 -4.7861 -5.4506
62 H -3.1386 -3.1176 -6.0157
63 H -4.0875 -4.3271 -6.9318
64 H -2.9936 -3.7401 -8.7702
65 H -1.6440 -4.8365 -9.0431
66 H -0.8630 -2.6197 -9.6305
67 H -0.0397 -3.1883 -8.1674
68 H -1.8407 -1.9027 -6.9648
69 H -0.9281 0.2027 -7.1212
70 H -0.1637 -0.2086 -8.6530
71 H 1.5145 -0.1372 -6.9615
72 H 1.3857 -1.8271 -7.3796
73 H 0.4790 -3.3061 -5.8772
74 H -0.9791 -2.4756 -5.2308
75 H 0.3964 -2.7846 -4.1865
76 C -2.5963 2.6803 4.4420
77 O -2.0291 1.7700 5.3783
78 C -0.9240 2.3145 6.1134
79 C -1.3244 2.6194 7.5680
80 N -2.2381 3.7569 7.6534
81 C -2.9302 3.8920 8.9374
82 C -3.7687 2.6997 9.4492
83 O -4.9620 2.4527 8.7054
84 C -4.7646 1.7629 7.4800
85 H -3.2356 2.1089 3.7630
86 H -3.2239 3.4191 4.9437
87 H -1.8263 3.1852 3.8507
88 H -0.4877 3.1898 5.6198
89 H -0.1560 1.5375 6.1273
90 H -0.4184 2.8425 8.1514
91 H -1.7702 1.7095 7.9771
92 H -2.9439 3.6726 6.9232
93 H -3.6007 4.7562 8.8428
94 H -2.1876 4.1540 9.7032
95 H -4.1051 2.9577 10.4608
96 H -3.1825 1.7811 9.5600
97 H -3.9740 1.0114 7.5480
98 H -4.5550 2.4786 6.6859
99 H -5.6964 1.2561 7.2155

***

# C20H18Br4F6N3O5SbSe2Te2Ti

A molecular structure, C20H18Br4F6N3O5SbSe2Te2Ti (the ωB97M-V functional and the def2-TZVPD basis, the OMol25 dataset).

As for the charge: -2. The HOMO energy comes out at -2.13 eV. For the frontier orbital gap, the calculation gives 5.69 eV.

Element x y z (Å)
1 Ti 0.3859 0.3574 2.6418
2 Br 4.1882 -4.3461 -0.6933
3 C 3.6199 -2.9505 0.4520
4 C 4.5291 -2.2978 1.2741
5 Br 6.3562 -2.7884 1.2763
6 C 4.0997 -1.2477 2.1007
7 Br 5.2548 -0.2966 3.2428
8 C 2.7769 -0.8654 2.0768
9 O 2.2295 0.0937 2.8214
10 C 1.8463 -1.5356 1.2599
11 O 0.6172 -1.0860 1.3822
12 C 2.2694 -2.5742 0.4505
13 Br 0.9601 -3.3963 -0.6245
14 Se -2.4282 0.4742 1.4458
15 Te -4.1974 -1.1837 1.9675
16 Te -5.3671 2.7337 2.7447
17 Se -2.9590 2.4421 2.6947
18 F -0.4523 -0.6625 3.8713
19 Sb -0.2313 1.1417 6.2991
20 F -2.6108 1.9389 4.3920
21 F 0.4030 1.7311 3.8957
22 F 0.4382 2.9262 6.4012
23 F 1.4948 0.3335 6.2610
24 F -0.2156 1.0879 8.2460
25 O -0.3614 4.3033 1.3643
26 C 0.2365 4.3632 0.1644
27 C 0.0724 5.5449 -0.5638
28 C 0.6578 5.6883 -1.8054
29 C 1.4274 4.6627 -2.3499
30 C 1.6004 3.4995 -1.6236
31 C 1.0135 3.3266 -0.3725
32 C 1.2472 2.0253 0.3342
33 O 2.1228 1.2633 -0.0161
34 O 0.3675 1.7678 1.2821
35 H -0.2282 3.4034 1.7242
36 H -0.5300 6.3303 -0.1258
37 H 0.5110 6.6091 -2.3581
38 H 1.8850 4.7746 -3.3244
39 H 2.2015 2.6825 -2.0025
40 C -2.8803 -4.1478 -2.8713
41 C -3.1088 -3.9518 -1.3829
42 N -2.6454 -2.6539 -0.9697
43 C -1.7963 -1.8229 -1.6488
44 N -1.5155 -0.6926 -1.1255
45 C -0.5653 0.1838 -1.7720
46 C -0.4242 -0.0753 -3.2656
47 C -0.2317 -1.5669 -3.4792
48 N -1.3459 -2.2794 -2.8878
49 C -1.4779 -3.6806 -3.2161
50 H -3.5972 -3.5540 -3.4437
51 H -3.0109 -5.1992 -3.1358
52 H -2.5829 -4.7474 -0.8328
53 H -4.1703 -4.0476 -1.1403
54 H -3.0169 -2.2481 -0.1195
55 H 0.4121 0.0612 -1.2944
56 H -0.8680 1.2203 -1.5930
57 H 0.4248 0.4776 -3.6758
58 H -1.3280 0.2472 -3.7900
59 H 0.7261 -1.8901 -3.0409
60 H -0.2086 -1.8157 -4.5445
61 H -0.7352 -4.3004 -2.6901
62 H -1.2847 -3.7909 -4.2871

***

# C16H58CsO21

A molecular structure, C16H58CsO21 in a non-equilibrium geometry (the ωB97M-V functional and the def2-TZVPD basis, the OMol25 dataset).

As for the charge: +1. The HOMO energy comes out at -11.24 eV. For the frontier orbital gap, the calculation gives 8.81 eV.

Element x y z (Å)
1 Cs 11.7696 14.7908 -21.2404
2 O 7.4288 12.7634 -23.5557
3 H 7.5917 11.8485 -23.3261
4 H 7.9059 13.2653 -22.8950
5 O 13.3941 17.8752 -22.1024
6 H 13.9472 18.5140 -21.6526
7 H 13.5005 18.0778 -23.0318
8 O 11.3598 11.4522 -20.8848
9 H 12.0215 10.9835 -21.3935
10 H 10.6409 10.8271 -20.7923
11 O 11.4457 17.4754 -19.9001
12 H 11.2930 17.8181 -19.0195
13 H 12.1541 18.0165 -20.2487
14 O 14.7241 14.4009 -17.2039
15 H 15.0505 14.1581 -16.3374
16 H 13.9663 13.8329 -17.3427
17 C 15.8890 13.3380 -21.1085
18 C 15.2278 13.9696 -22.3865
19 O 13.8830 13.6260 -22.8028
20 O 15.8536 11.9061 -21.2724
21 H 15.3163 13.5407 -20.2034
22 H 16.9054 13.6880 -20.9284
23 H 15.9136 13.7781 -23.2118
24 H 15.1848 15.0564 -22.3152
25 H 13.8428 12.7446 -23.1813
26 H 16.5705 11.4919 -20.7864
27 C 10.7757 14.2532 -17.3483
28 C 11.8063 13.3951 -16.6207
29 O 12.6723 12.7287 -17.5358
30 O 9.8617 13.4065 -18.0144
31 H 11.3232 14.9198 -18.0146
32 H 10.2500 14.9556 -16.7014
33 H 11.3243 12.5903 -16.0656
34 H 12.3135 14.1194 -15.9833
35 H 12.6740 11.7747 -17.4283
36 H 10.3938 12.7093 -18.4048
37 C 8.3544 16.1667 -19.8127
38 C 6.9850 16.7618 -19.3549
39 O 6.4787 17.6196 -20.3662
40 O 8.3478 15.2064 -20.7493
41 H 8.8296 15.7377 -18.9305
42 H 8.9106 17.0167 -20.2078
43 H 6.9334 17.2766 -18.3955
44 H 6.2390 15.9938 -19.1502
45 H 6.9913 18.4155 -20.5262
46 H 8.2331 15.6578 -21.5888
47 C 16.6345 16.3864 -18.8891
48 C 16.6026 17.3824 -17.7558
49 O 16.2506 18.7040 -18.1839
50 O 15.3231 16.0913 -19.3402
51 H 17.1077 15.4781 -18.5161
52 H 17.2258 16.8110 -19.7005
53 H 17.5984 17.4440 -17.3168
54 H 15.9073 17.0417 -16.9887
55 H 15.4343 18.7433 -18.6875
56 H 14.8419 15.6506 -18.6362
57 C 9.5448 17.0199 -23.9729
58 C 9.5596 15.6182 -24.6207
59 O 10.2922 14.6917 -23.9333
60 O 8.4518 16.9960 -23.0558
61 H 9.4249 17.6939 -24.8211
62 H 10.4726 17.1755 -23.4223
63 H 9.9864 15.6258 -25.6236
64 H 8.5457 15.2696 -24.8177
65 H 10.6461 14.0872 -24.5897
66 H 7.9189 17.7931 -23.0085
67 C 9.7751 20.0914 -21.5636
68 C 8.9609 21.0325 -20.6886
69 O 7.6394 20.4983 -20.5971
70 O 9.4088 20.0799 -22.9480
71 H 9.6271 19.0787 -21.1885
72 H 10.8367 20.3385 -21.5636
73 H 9.0189 22.0678 -21.0248
74 H 9.3870 21.0946 -19.6873
75 H 7.1310 20.9527 -19.9213
76 H 8.4583 19.9535 -22.9940
77 C 5.2906 13.0992 -18.2411
78 C 5.8400 12.9763 -19.6734
79 O 7.1143 12.4192 -19.8307
80 O 5.2526 11.8022 -17.7823
81 H 4.3289 13.6086 -18.1780
82 H 5.9576 13.6030 -17.5414
83 H 5.8535 13.9306 -20.2000
84 H 5.1002 12.4190 -20.2479
85 H 7.7792 13.1104 -19.8730
86 H 6.1781 11.6102 -17.6143
87 C 13.0696 16.8688 -25.3983
88 C 14.2568 15.8617 -25.2959
89 O 15.1717 16.2885 -26.2825
90 O 13.4440 18.1326 -24.7976
91 H 12.1343 16.4565 -25.0197
92 H 12.9515 16.9527 -26.4786
93 H 13.9084 14.8653 -25.5680
94 H 14.7149 15.7974 -24.3090
95 H 15.3772 17.1967 -26.0490
96 H 12.6636 18.6844 -24.8869

***

# CN4OS

2 unconnected molecules or ions with the total composition CN4OS in a non-equilibrium geometry (the ωB97M-V functional and the def2-TZVPD basis, the OMol25 dataset).

As for the charge: -2. The HOMO energy comes out at 0.80 eV. For the frontier orbital gap, the calculation gives 5.73 eV.

Element x y z (Å)
1 C 1.3574 -0.7066 -0.0391
2 N -1.3143 -0.3454 0.2819
3 N 1.4006 -1.8662 -0.0879
4 N -2.1386 0.4428 0.0748
5 N -2.9708 1.2065 -0.2011
6 O 3.2015 1.0761 -0.0608
7 S 1.6404 0.9492 0.0575

***

# CH2F2N2

2 unconnected molecules or ions with the total composition CH2F2N2 in a non-equilibrium geometry (the ωB97M-V functional and the def2-TZVPD basis, the OMol25 dataset).

The HOMO energy (alpha / beta) comes out at -11.68 / -10.88 eV. For the frontier orbital gap (alpha / beta), the calculation gives 9.44 / 8.90 eV.

Element x y z (Å)
1 C 0.7297 0.1836 0.1933
2 N 1.3700 0.1406 1.2556
3 N -0.6659 0.1813 0.0349
4 F 1.2951 0.3788 -1.0266
5 F -0.7710 -1.8060 -0.3053
6 H -1.1199 0.6471 0.7878
7 H -0.8379 0.2746 -0.9397

***

# CH9N3O2

3 unconnected molecules or ions with the total composition CH9N3O2 in a non-equilibrium geometry (the ωB97M-V functional and the def2-TZVPD basis, the OMol25 dataset).

The HOMO energy comes out at -8.14 eV. For the frontier orbital gap, the calculation gives 8.47 eV. As for the SMILES: N=C(N)N.O.O.

Element x y z (Å)
1 N 0.1456 2.9641 -0.5742
2 C -0.3157 1.7441 -0.3579
3 N 0.4475 0.8827 0.3895
4 N -1.6562 1.3773 -0.6388
5 H 1.0427 3.2634 -0.0399
6 H 1.3006 1.4116 0.8264
7 H 0.4111 -0.0886 0.1135
8 H -2.0280 0.5678 -0.1308
9 H -1.8547 1.5557 -1.5831
10 O 1.4051 -1.8779 -1.2097
11 H 1.1332 -2.6872 -0.6122
12 H 2.3052 -2.2370 -1.5580
13 O -0.4209 -2.2408 1.6946
14 H -0.7320 -2.8884 2.3223
15 H -1.1836 -1.7469 1.3584

***

# C49H60GeN3O6PRbS

A molecular structure, C49H60GeN3O6PRbS in a non-equilibrium geometry (the ωB97M-V functional and the def2-TZVPD basis, the OMol25 dataset).

As for the charge: -1. The HOMO energy comes out at -4.23 eV. For the frontier orbital gap, the calculation gives 5.85 eV.

Element x y z (Å)
1 Rb -2.8087 -11.2966 22.8368
2 O -0.5455 -14.6272 25.9917
3 C -0.9433 -13.7296 25.2188
4 N -2.2382 -13.5142 24.9543
5 C -3.0618 -14.6092 25.2460
6 C -3.5706 -15.2367 23.9889
7 C -3.3119 -14.8808 22.6285
8 C -3.6371 -15.7530 21.6318
9 C -4.4435 -16.8724 21.8757
10 C -4.7794 -17.0836 23.2177
11 N -4.3194 -16.2929 24.1636
12 C 0.0663 -12.7826 24.6408
13 C 1.4400 -12.9924 24.9825
14 C 2.4508 -12.2609 24.3779
15 C 2.1016 -11.2307 23.4876
16 C 0.7106 -11.0656 23.2356
17 N -0.2554 -11.7703 23.8682
18 H -3.9524 -14.3853 25.8579
19 H -2.3916 -15.4111 25.7841
20 H -2.7432 -13.9907 22.4672
21 H -3.4037 -15.4412 20.6002
22 H -4.7246 -17.6628 21.1682
23 H -5.3433 -17.9260 23.5994
24 H 1.6922 -13.7067 25.7654
25 H 3.5541 -12.4688 24.5785
26 H 2.7878 -10.6053 22.9136
27 H 0.3234 -10.3716 22.4445
28 O -1.7128 -8.8810 22.3541
29 H -2.1929 -8.2255 22.9164
30 H -1.2739 -8.3480 21.6464
31 O -2.4794 -13.7517 14.6108
32 C -3.7064 -13.5358 15.1425
33 O -4.6593 -14.1580 14.6236
34 C -3.8819 -12.6824 16.3176
35 C -2.8573 -11.9938 16.9801
36 C -3.0499 -11.2503 18.1188
37 C -4.3413 -11.0911 18.6741
38 S -4.6310 -10.1755 20.0447
39 C -5.4283 -11.7734 17.9607
40 C -5.2245 -12.5320 16.8310
41 H -1.7837 -13.1004 14.8273
42 H -1.8328 -12.0586 16.6347
43 H -2.2913 -10.5897 18.5673
44 H -6.4493 -11.6360 18.4291
45 H -6.0455 -13.0686 16.2889
46 C -10.7751 -10.5579 28.4877
47 C -10.6162 -9.7158 27.2087
48 C -9.1290 -9.1342 27.1266
49 C -8.1458 -10.1213 26.4368
50 Ge -6.7299 -9.3050 25.3050
51 C -7.5582 -7.7767 24.3088
52 C -7.5680 -6.4965 25.2043
53 C -8.3763 -5.3843 24.5890
54 C -8.6563 -4.2030 25.5129
55 H -11.6592 -11.1660 28.4724
56 H -10.8685 -9.9244 29.4426
57 H -9.8697 -11.2306 28.4319
58 H -11.3586 -8.8819 27.0764
59 H -10.7439 -10.3625 26.3672
60 H -8.7833 -8.8525 28.1047
61 H -9.1325 -8.2062 26.5418
62 H -8.7452 -10.6697 25.6878
63 H -7.6288 -10.9232 27.0365
64 H -6.5876 -10.4588 24.1616
65 H -8.5380 -7.9424 23.8668
66 H -6.8556 -7.5079 23.4735
67 H -6.5460 -6.0486 25.3198
68 H -7.8984 -6.6958 26.2003
69 H -9.3450 -5.8009 24.3542
70 H -7.9593 -5.0842 23.6283
71 H -9.2621 -4.5121 26.3963
72 H -9.1655 -3.3616 25.0601
73 H -7.7333 -3.8480 25.9710
74 C -4.1222 -10.5378 26.6459
75 C -4.4591 -9.1751 27.0656
76 C -5.1349 -9.0221 28.4547
77 C -3.2591 -8.2496 27.1084
78 O -5.3537 -8.5609 26.0461
79 H -3.5711 -11.0477 27.4858
80 H -3.5332 -10.5762 25.7140
81 H -5.0549 -11.0991 26.5588
82 H -4.3896 -8.9378 29.2322
83 H -5.8602 -9.8318 28.6342
84 H -5.6278 -8.0826 28.3816
85 H -2.5770 -8.5698 27.8723
86 H -3.6358 -7.2114 27.2638
87 H -2.7715 -8.2559 26.0845
88 O -0.2903 -7.4912 20.7587
89 P 0.3208 -7.2296 19.4204
90 C 0.9915 -8.8179 18.7265
91 C 1.0435 -9.9494 19.5980
92 C 1.0349 -11.2242 19.0662
93 C 1.2695 -11.3910 17.7168
94 C 1.4013 -10.3036 16.8746
95 C 1.2428 -8.9901 17.3733
96 C -0.7208 -6.3401 18.2861
97 C -1.8896 -6.9129 17.7836
98 C -2.8881 -6.1060 17.2085
99 C -2.5762 -4.8212 16.7626
100 C -1.3557 -4.2688 17.1631
101 C -0.4896 -4.9517 18.0018
102 C 1.8633 -6.3514 19.5841
103 C 2.4979 -5.8637 18.3924
104 C 3.6561 -5.0886 18.5010
105 C 4.2201 -4.8439 19.7521
106 C 3.6101 -5.3280 20.9189
107 C 2.4522 -6.1147 20.8589
108 H 1.1953 -9.7946 20.6853
109 H 0.8156 -12.1334 19.6911
110 H 1.3227 -12.3857 17.3085
111 H 1.6242 -10.4134 15.8173
112 H 1.2583 -8.1615 16.6719
113 H -2.0725 -8.0011 17.8679
114 H -3.9209 -6.4507 17.1465
115 H -3.1835 -4.2575 16.0519
116 H -1.2082 -3.1728 16.8973
117 H 0.3949 -4.4728 18.4038
118 H 2.0059 -6.0663 17.4350
119 H 4.1351 -4.7213 17.6064
120 H 5.1114 -4.2368 19.8105
121 H 4.0849 -5.1028 21.9005
122 H 2.0873 -6.4558 21.8404